Computed, not measured: C50H54I2O4P2PbS2SeSi2 as an isolated structure, with the ωB97M-V functional and the def2-TZVPD basis.

CARTESIAN COORDINATES (ANGSTROEM)
1 Pb 0.372 0.924 -0.901
2 I 0.764 4.300 -0.676
3 I 3.366 4.488 -1.688
4 Se 3.391 2.103 1.391
5 S -0.594 -1.946 -0.171
6 S -2.285 3.269 -0.356
7 P 0.256 -0.103 2.395
8 P 2.581 -1.303 -0.866
9 Si 0.599 0.858 -4.373
10 Si -2.239 -0.076 -3.232
11 O -2.366 3.474 -1.785
12 O -1.405 4.266 0.321
13 O -3.538 -1.848 -1.399
14 O -1.885 1.912 0.027
15 C 2.774 -0.789 5.624
16 C 4.082 -1.359 1.515
17 C 1.389 -0.826 3.647
18 C -2.562 -2.955 1.406
19 C 1.889 -2.100 3.357
20 C -3.281 -0.453 -1.663
21 C -7.805 4.145 1.938
22 C 5.787 -1.733 -3.410
23 C 2.573 -5.213 0.355
24 C 5.193 1.238 1.113
25 C -4.299 4.823 0.633
26 C 5.228 -2.451 -4.455
27 C -2.113 -1.752 -4.070
28 C -5.566 5.007 1.163
29 C 2.804 -2.714 4.194
30 C -3.319 1.043 -4.261
31 C 5.065 -0.815 2.435
32 C 3.131 -2.518 -3.284
33 C 3.253 -2.057 5.336
34 C 0.741 -0.696 -5.411
35 C 0.696 -3.159 0.120
36 C 5.019 -1.408 -2.297
37 C -5.982 2.652 1.054
38 C 3.689 -1.804 -2.224
39 C 2.314 1.238 -3.739
40 C -6.422 3.931 1.382
41 C 5.633 0.377 2.214
42 C 0.327 -4.404 0.633
43 C -3.225 -3.178 2.600
44 C -4.716 2.446 0.527
45 C 1.850 -0.175 4.783
46 C 2.019 -2.931 -0.256
47 C -2.495 2.571 3.932
48 C 3.896 -2.846 -4.390
49 C -1.932 1.418 3.400
50 C 3.711 -0.690 0.411
51 C -0.320 3.567 4.084
52 C -3.884 3.537 0.321
53 C 4.175 0.699 0.194
54 C 0.142 2.270 -5.510
55 C 0.238 2.421 3.540
56 C -1.691 3.645 4.283
57 C -0.556 1.321 3.208
58 C -1.769 -1.604 3.683
59 C -2.813 -2.511 3.751
60 C 2.938 -3.981 -0.151
61 C -1.489 -2.064 1.361
62 C -0.624 0.790 -2.975
63 C 1.259 -5.417 0.760
64 C -1.103 -1.345 2.482
65 H 6.822 -1.422 -3.457
66 H 3.451 -3.398 -5.207
67 H -8.113 3.308 2.564
68 H 3.303 -6.007 0.435
69 H -1.462 -1.071 4.575
70 H 0.317 4.405 4.337
71 H -4.326 0.633 -4.373
72 H 1.672 -0.646 -5.983
73 H 5.376 -1.421 3.275
74 H -3.634 5.661 0.476
75 H -2.903 1.214 -5.258
76 H -1.388 -2.416 -3.586
77 H -6.636 1.803 1.219
78 H -2.843 0.000 -0.767
79 H -7.855 5.057 2.533
80 H 5.824 -2.700 -5.323
81 H -0.752 2.044 -6.098
82 H 3.970 -2.532 5.994
83 H 2.361 2.254 -3.338
84 H -1.801 -1.645 -5.107
85 H -2.582 0.601 3.113
86 H -3.088 -2.247 -4.078
87 H -4.056 -3.871 2.633
88 H -3.311 -2.691 4.695
89 H -3.393 2.017 -3.768
90 H -2.880 -3.442 0.496
91 H 3.961 -3.814 -0.470
92 H 1.483 0.815 5.032
93 H 2.639 0.550 -2.953
94 H 3.055 1.175 -4.540
95 H -0.065 3.171 -4.927
96 H -0.697 -4.581 0.931
97 H 6.436 0.733 2.846
98 H -2.133 4.542 4.696
99 H 3.692 -2.348 1.715
100 H 3.170 -3.706 3.957
101 H -3.033 -2.369 -2.028
102 H -0.081 -0.783 -6.123
103 H -4.254 0.029 -1.801
104 H 1.306 2.382 3.374
105 H -4.370 1.449 0.289
106 H 5.871 1.991 0.739
107 H 0.954 2.497 -6.206
108 H 1.551 -2.622 2.466
109 H -0.979 1.840 -2.934
110 H 0.765 -1.610 -4.814
111 H -8.535 4.238 1.131
112 H 4.162 1.089 -0.819
113 H 3.119 -0.268 6.508
114 H 5.467 -0.845 -1.487
115 H 0.951 -6.377 1.155
116 H -3.568 2.633 4.056
117 H 2.089 -2.818 -3.244
118 H -5.896 6.008 1.416

As for the LUMO energy: -0.35 eV. As for the spin multiplicity: 1. Its orbital gap is 6.96 eV. The strongest force on any atom comes out at 1.1 eV/A. The total charge is 0. Its HOMO energy is -7.31 eV.